Record 1
# C26H20BBrN11OSSeW

A molecular structure, C26H20BBrN11OSSeW (ωB97M-V/def2-TZVPD, the OMol25 dataset).

ORCA input file:
```
! RIJCOSX wB97M-V def2-TZVPD def2/J DEFGRID3
* xyz 1 1
H 1.188 -3.122 3.487
H 0.636 3.166 -1.208
N 3.225 1.135 5.314
N 0.901 1.963 0.424
C 1.451 1.795 1.637
H -1.280 -3.106 0.002
Se -1.868 1.875 0.831
C 1.920 0.173 3.457
C -1.859 2.300 -3.925
C -1.068 1.285 -4.417
C -4.681 -1.852 -0.074
H -0.822 1.000 -5.426
C -0.817 -3.782 -2.052
N 1.683 -0.160 -2.601
C 1.113 3.090 -0.240
C -3.512 -1.265 -0.517
N 1.576 0.140 -1.289
B 0.429 -0.558 -3.400
O -5.956 -2.706 1.684
H -0.126 -3.252 -4.118
S 3.900 2.566 5.620
N -0.489 -1.676 -1.336
H 2.983 4.783 2.018
H 4.819 -0.028 -1.761
C 2.969 -0.264 -2.948
H -1.080 -4.824 -2.067
C 1.228 -2.088 3.177
H -2.259 2.743 -1.768
H -2.421 3.030 -4.479
C -0.344 -3.005 -3.093
N 3.461 3.365 4.293
C -3.772 -1.788 2.131
H -3.832 -1.960 3.197
N -2.494 -0.929 0.277
C 3.747 -0.027 -1.831
C -2.664 -1.184 1.585
W -0.433 0.320 -0.241
C 2.827 0.216 -0.819
H 2.353 -1.375 4.874
C -0.896 -2.903 -0.983
N -0.988 1.141 -2.215
N -0.158 -1.762 -2.645
H 2.002 5.036 -0.285
H 0.716 -0.861 -4.518
H 3.023 0.449 0.213
C 0.605 -1.702 1.998
C 2.767 2.519 3.549
C 2.201 2.804 2.244
H -5.479 -2.090 -0.761
H 0.078 -2.426 1.396
C 1.864 4.133 0.292
C 1.295 0.479 2.247
Br -3.421 -0.940 -2.368
N -0.559 0.604 -3.379
C 1.871 -1.134 3.936
H -1.869 -0.843 2.229
H -5.962 -2.820 2.642
C 2.633 1.240 4.136
H 3.241 -0.506 -3.961
C -1.775 2.170 -2.540
N 0.599 -0.450 1.544
C 2.400 3.998 1.555
C -4.816 -2.127 1.278
*
```

Values from the calculation:
* frontier orbital gap (alpha / beta): 5.8 / 5.7 eV
* HOMO energy (alpha / beta): -9.37 / -9.48 eV
* total energy: -194450.376 eV
* energy above the lowest of the compared OMol25 structures with the same formula, charge and spin: 16.4 kcal/mol


Record 2
# ClH4N2OP

ClH4N2OP in the gas phase in a non-equilibrium geometry (ωB97M-V/def2-TZVPD, the OMol25 dataset).

ORCA input file:
```
! RIJCOSX wB97M-V def2-TZVPD def2/J DEFGRID3
* xyz 0 1
H -0.934 -0.052 1.310
O 1.298 2.230 0.129
N 0.107 -0.047 1.357
H 0.358 0.833 1.893
P 0.890 0.495 -0.055
Cl 2.531 -0.584 -0.081
N -0.052 -0.200 -1.298
H 0.051 -1.196 -1.240
H 0.088 -0.019 -2.221
*
```

Values from the calculation:
* SMILES: NP(N)(=O)Cl
* frontier orbital gap: 10.3 eV
* HOMO energy: -9.82 eV
* total energy: -26904.274 eV
* energy above the lowest of the compared OMol25 structures with the same formula, charge and spin: 48.4 kcal/mol


Record 3
# C23H41LuN2P3S

A molecular structure, C23H41LuN2P3S in a non-equilibrium geometry (ωB97M-V/def2-TZVPD, the OMol25 dataset).

ORCA input file:
```
! RIJCOSX wB97M-V def2-TZVPD def2/J DEFGRID3
* xyz 3 1
H 1.973 0.863 -3.585
H -0.592 1.744 3.089
H -4.404 1.989 -0.133
H -0.856 -4.645 -7.562
C -3.649 1.211 -0.255
H 4.537 1.016 1.245
H -3.373 1.047 2.793
C 2.032 2.668 1.994
H -2.521 2.598 2.997
Lu -0.201 -0.437 0.387
H -0.659 -2.386 2.690
H -0.213 -3.756 -0.360
C 1.349 3.147 -1.569
H -4.052 0.263 0.104
C 2.083 0.656 -2.510
C -0.470 0.771 3.560
H 2.296 3.119 -1.022
H 1.584 3.233 1.172
H 3.643 1.533 -0.229
C -0.906 -4.246 -6.531
H -1.112 3.834 0.712
H -2.782 -2.185 -4.482
H 1.542 3.504 -2.592
H 1.411 2.810 2.884
H 2.048 -2.264 -0.202
H 2.170 0.685 4.039
H 1.868 -2.425 1.668
H 2.675 -0.810 3.238
C -0.810 -2.985 -4.020
S -0.305 -1.792 -2.709
H -2.779 -3.231 -6.828
H -3.382 1.115 -1.308
C -1.932 -2.774 -4.855
H -2.871 3.958 0.542
C -0.184 -0.596 5.487
C 0.038 -0.709 6.900
N 0.245 -0.771 8.050
C -0.453 -1.533 3.320
C -0.448 0.654 4.930
C -1.987 3.386 0.227
P 0.644 1.441 -1.646
C -3.102 1.985 2.296
H -0.103 -2.737 5.061
H 3.031 3.075 2.203
H -1.361 -1.876 -1.779
H -0.606 1.540 5.544
H 0.766 -5.429 -5.783
H -0.034 1.623 -3.997
C -0.553 1.765 -3.030
C 1.410 -2.597 0.656
H 3.027 1.111 -2.152
H 3.794 0.577 3.308
C -1.953 -3.389 -6.127
N -0.482 -0.314 2.724
H 3.773 -0.199 0.178
H -0.403 -3.472 1.442
H -1.374 1.029 -2.947
H 0.658 -4.441 -3.448
C 0.203 -3.283 0.543
H 0.646 3.838 -1.091
C 0.029 -4.089 -4.280
H 2.120 -0.439 -2.360
H -1.882 3.480 -0.860
C 0.042 -4.652 -5.570
C -0.235 -1.725 4.665
C 2.745 0.280 3.199
C 3.677 0.811 0.595
H -0.950 2.810 -2.995
P 2.109 0.864 1.568
H -4.028 2.533 2.063
P -2.162 1.620 0.747
*
```

Values from the calculation:
* frontier orbital gap: 5.8 eV
* HOMO energy: -16.13 eV
* total energy: -99791.926 eV
* energy above the lowest of the compared OMol25 structures with the same formula, charge and spin: 15.0 kcal/mol


Record 4
# C9H14

C9H14 in the gas phase in a non-equilibrium geometry (ωB97M-V/def2-TZVPD, the OMol25 dataset).

ORCA input file:
```
! RIJCOSX wB97M-V def2-TZVPD def2/J DEFGRID3
* xyz 0 1
C 1.611 -1.013 -1.055
H 0.913 0.293 2.299
H -0.146 1.685 1.943
H -1.036 3.022 -0.926
C 0.344 -2.891 1.904
H -0.750 -0.084 2.191
H 0.914 -2.951 2.842
C 0.594 -1.071 0.071
H -0.588 -0.356 -2.294
C -0.034 0.627 1.769
H -1.341 2.617 0.636
C -0.066 0.205 0.351
H -2.412 2.098 -0.565
C -0.594 0.759 -2.057
H 1.546 0.084 -1.496
C -0.691 1.017 -0.565
H 1.541 -1.732 -1.885
H 0.277 1.140 -2.535
C 0.618 -2.073 0.939
H -1.563 1.042 -2.570
C -1.367 2.286 -0.316
H 2.530 -0.972 -0.502
H -0.299 -3.733 1.822
*
```

Values from the calculation:
* SMILES: C=C=C(C)C(C)=C(C)C
* frontier orbital gap: 9.0 eV
* HOMO energy: -8.00 eV
* total energy: -9556.572 eV
* energy above the lowest of the compared OMol25 structures with the same formula, charge and spin: 83.2 kcal/mol


Record 5
# C17H12N2O4S2

C17H12N2O4S2 in the gas phase (ωB97M-V/def2-TZVPD, the OMol25 dataset).

ORCA input file:
```
! RIJCOSX wB97M-V def2-TZVPD def2/J DEFGRID3
* xyz 0 1
N -2.055 -2.287 -0.071
C -2.778 -2.911 0.913
C -2.614 -2.433 2.293
C -0.897 -1.514 0.031
C -2.635 -2.447 4.607
C 2.121 -1.172 2.214
C 0.837 4.213 -5.229
H -2.367 -2.512 -1.008
O 2.649 2.197 -1.305
C 0.493 0.253 -0.871
C 1.524 2.988 -3.200
C 1.683 2.108 -2.032
H 3.810 -0.624 2.896
H -0.089 1.247 -2.547
H 3.311 4.156 -3.015
C 2.412 3.963 -3.570
C 2.018 4.660 -4.727
N 0.659 1.213 -1.866
C 0.037 -1.725 1.039
H 0.304 4.557 -6.094
H 2.586 5.459 -5.168
H -1.372 -0.385 -1.722
O 3.229 -0.428 2.144
S 0.180 2.931 -4.301
C -2.453 -1.122 4.369
O 1.930 -1.959 3.109
C -2.746 -3.196 3.420
S -2.391 -0.758 2.695
H -2.351 -0.326 5.080
H -2.695 -2.874 5.591
C 1.173 -0.927 1.101
H 2.296 0.674 0.216
H -0.094 -2.503 1.774
H -2.902 -4.259 3.382
C -0.655 -0.536 -0.927
C 1.411 0.065 0.157
O -3.570 -3.786 0.625
*
```

Values from the calculation:
* SMILES: O=C(O)c1cc(NC(=O)c2cccs2)cc(NC(=O)c2cccs2)c1
* frontier orbital gap: 8.5 eV
* HOMO energy: -8.53 eV
* total energy: -50665.682 eV


Record 6
# C5H2BrN

A molecular structure, C5H2BrN in a non-equilibrium geometry (ωB97M-V/def2-TZVPD, the OMol25 dataset).

ORCA input file:
```
! RIJCOSX wB97M-V def2-TZVPD def2/J DEFGRID3
* xyz 0 1
H 0.300 -2.172 -0.050
N -1.141 -0.605 -0.006
C -0.472 1.496 0.093
C -0.054 -1.127 0.108
C 1.466 0.176 -0.012
C -1.524 0.697 -0.039
H -2.533 0.792 -0.135
C 0.809 1.283 0.009
Br 3.149 -0.540 0.031
*
```

Values from the calculation:
* frontier orbital gap: 9.0 eV
* HOMO energy: -9.04 eV
* total energy: -76743.841 eV
* energy above the lowest of the compared OMol25 structures with the same formula, charge and spin: 45.9 kcal/mol